DFT (ωB97M-V with the def2-TZVPD basis set) results for a cluster of 2 separate species, C3H5NO2 in total in a non-equilibrium geometry.

Geometry as XYZ:
```
11
Properties=species:S:1:pos:R:3:lowdin_charge:R:1
O 1.593 0.294 0.702 -0.085
C 0.866 -0.383 -0.319 -0.277
C -0.305 0.430 -0.837 -0.120
O -0.290 1.615 -0.303 0.020
C -2.244 -0.629 0.346 -0.133
N -3.185 -0.826 -0.292 0.082
H 2.538 0.210 0.541 0.103
H 1.463 -0.563 -1.222 0.125
H 0.524 -1.366 0.036 0.115
H -1.445 -0.493 1.044 0.060
H 0.487 1.711 0.305 0.108
```

Computed properties:
**Energy relative to the best compared isomer or geometry (same formula, charge and spin)**: 105.43 kcal per mole
**Total charge**: 0
**Electronic energy**: -8773.123 eV

DFT (ωB97M-V with the def2-TZVPD basis set) results for the molecule C4H4O2 in a non-equilibrium geometry.

Geometry as XYZ:
```
10
Properties=species:S:1:pos:R:3:lowdin_charge:R:1
C -1.682 1.340 -1.086 0.117
C -0.897 0.607 -0.519 -0.147
C -0.007 -0.117 0.312 -0.394
O -0.408 -0.393 1.597 0.053
C 1.061 -1.031 -0.152 -0.198
O 1.590 -1.798 0.628 0.060
H -1.841 2.340 -1.415 0.036
H 0.533 0.960 -0.127 0.227
H 0.243 -1.040 1.943 0.108
H 1.408 -0.867 -1.181 0.137
```

Computed properties:
**SMILES**: C#C[C@@H](O)C=O
**Energy relative to the best compared isomer or geometry (same formula, charge and spin)**: 87.87 kcal per mole
**Total charge**: 0
**Electronic energy**: -8303.267 eV

DFT (ωB97M-V with the def2-TZVPD basis set) results for a structure of composition C12H30ClMgO6 in a non-equilibrium geometry.

Geometry as XYZ:
```
50
Properties=species:S:1:pos:R:3:lowdin_charge:R:1
Mg 0.285 4.278 0.119 1.092
Cl -0.145 2.102 0.161 0.015
C -4.325 0.554 -0.738 -0.084
O -4.096 -0.366 0.341 -0.171
C -2.768 -0.932 0.311 -0.193
C -2.353 -1.441 1.705 -0.159
O -1.136 -2.216 1.668 -0.176
C 0.073 -1.510 1.809 -0.125
H -5.343 0.943 -0.734 0.095
H -4.070 0.006 -1.645 0.072
H -3.677 1.429 -0.791 0.063
H -2.075 -0.130 0.059 0.060
H -2.606 -1.660 -0.485 0.128
H -3.174 -2.084 2.022 0.129
H -2.253 -0.604 2.395 0.124
H 0.906 -2.057 1.368 0.096
H 0.211 -1.391 2.884 0.093
H 0.067 -0.580 1.240 0.039
C -1.429 -3.243 -3.862 -0.084
O -1.054 -1.986 -3.272 -0.189
C -1.981 -0.994 -3.670 -0.219
C -1.466 0.358 -3.231 -0.184
O -2.403 1.385 -3.596 -0.171
C -2.032 2.646 -3.123 -0.144
H -0.629 -3.979 -3.784 0.089
H -1.619 -3.119 -4.928 0.089
H -2.265 -3.663 -3.303 0.090
H -2.863 -1.352 -3.139 0.113
H -2.262 -0.973 -4.723 0.131
H -0.467 0.481 -3.650 0.130
H -1.299 0.409 -2.155 0.086
H -1.002 2.727 -3.470 0.084
H -2.019 2.674 -2.033 0.020
H -2.640 3.511 -3.388 0.095
C 4.249 -0.046 4.808 -0.089
O 2.866 0.077 4.402 -0.180
C 2.639 0.096 2.963 -0.184
C 3.285 1.148 2.019 -0.200
O 4.434 0.539 1.410 -0.186
C 5.392 1.499 1.020 -0.109
H 4.135 -0.461 5.809 0.088
H 4.827 0.878 4.834 0.079
H 4.824 -0.781 4.245 0.088
H 1.569 0.283 2.872 0.084
H 2.713 -0.909 2.548 0.121
H 3.454 2.057 2.596 0.121
H 2.522 1.421 1.290 0.065
H 5.864 1.854 1.936 0.089
H 5.037 2.291 0.360 0.082
H 6.099 0.831 0.527 0.097
```

Computed properties:
**Energy relative to the best compared isomer or geometry (same formula, charge and spin)**: 160.11 kcal per mole
**Total charge**: +1
**Electronic energy**: -43170.320 eV

DFT (ωB97M-V with the def2-TZVPD basis set) results for a structure of composition C5H7NO in a non-equilibrium geometry.

Geometry as XYZ:
```
14
Properties=species:S:1:pos:R:3:lowdin_charge:R:1
N 1.757 -1.797 0.489 0.159
C 1.016 -0.787 0.335 -0.437
O 1.429 0.413 -0.174 -0.039
C 0.369 1.342 -0.272 -0.156
C -0.857 0.723 0.348 -0.267
C -1.318 -0.382 -0.530 -0.073
C -0.436 -0.715 0.663 -0.138
H 2.700 -1.622 0.140 0.062
H 0.033 1.240 -1.639 0.182
H 0.722 2.288 0.222 0.135
H -1.549 1.353 0.897 0.137
H -0.748 -0.028 -1.667 0.168
H -2.363 -0.728 -0.350 0.116
H -0.754 -1.300 1.538 0.151
```

Computed properties:
**Energy relative to the best compared isomer or geometry (same formula, charge and spin)**: 81.42 kcal per mole
**Total charge**: 0
**Electronic energy**: -8832.672 eV